One molecule with the formula C3H5FN2S2, computed with the ωB97M-V functional and the def2-TZVPD basis.

```
13
Properties=species:S:1:pos:R:3
C -0.064 0.057 0.129
C -0.890 -1.030 -0.494
C -0.680 1.328 0.514
H 2.738 -0.989 -0.175
H 1.398 -1.651 -0.960
H -0.779 -1.959 0.066
H -1.960 -0.778 -0.465
H -0.357 3.389 1.530
N 1.782 -1.257 -0.094
N 1.215 -0.037 0.272
F -0.652 -1.222 -1.849
S 0.346 2.213 1.621
S -2.097 1.935 -0.093
```

Largest force on an atom ... 0.0356 hartree/bohr
HOMO-LUMO gap ... 7.9 eV
Molar mass ... 152.2 Da
Structure (SMILES) ... N/N=C(\CF)C(=S)S
Electronic energy ... -30558.510 eV
HOMO level ... -8.86 eV